(1)
DFT (ωB97M-V/def2-TZVPD) results for a single C12H12BrP molecule in a non-equilibrium geometry.

As for the expectation value of S²: 2.01. Its spin multiplicity is 3. As for the largest force on an atom: 0.12063 Eh/bohr. Its orbital gap (spin up / spin down) is 6.60 / 6.64 eV. Its HOMO energy (spin up / spin down) is -5.79 / -8.70 eV. The value obtained for the total energy is -91965.49002 eV.

CARTESIAN COORDINATES (ANGSTROEM)
C (3.82478, 1.80345, 0.61569)
C (3.34351, 0.54530, 0.84250)
C (3.15175, 2.63332, -0.28575)
C (2.16401, 0.05376, 0.29766)
C (1.95588, 2.18227, -0.83131)
C (1.44287, 0.92502, -0.55409)
C (-0.39915, -1.23159, -1.15821)
C (-1.45999, -1.43500, -0.35001)
C (-2.27195, -0.37248, -0.04707)
C (-1.53303, 0.76933, -0.30780)
C (-1.92002, -2.88821, 0.10129)
C (-3.58851, -0.50514, 0.65494)
P (-0.14591, 0.48394, -1.48959)
Br (-2.25236, 2.52867, -0.24163)
H (4.71222, 2.18413, 1.04460)
H (3.86306, -0.06271, 1.58376)
H (3.51876, 3.58802, -0.42251)
H (1.81321, -0.88136, 0.56985)
H (1.26819, 2.84402, -1.33386)
H (0.31300, -2.01044, -1.36393)
H (-1.14046, -3.45055, -0.40765)
H (-2.81961, -3.06967, -0.37324)
H (-1.90971, -2.88674, 1.16239)
H (-4.11699, 0.49110, 0.79776)
H (-3.60595, -1.24720, 1.55650)
H (-4.20760, -0.99123, -0.06030)

These are the Löwdin partial charges, in e, on atoms 1 to 8: C -0.088; C -0.104; C -0.066; C -0.069; C -0.130; C -0.350; C -0.242; C -0.339

---

(2)
DFT (ωB97M-V/def2-TZVPD) results for C12H12Cl3MoNO3 as an isolated structure.

As for the expectation value of S²: 2.02. Its spin multiplicity is 3. As for the largest force on an atom: 0.00854 Eh/bohr. Its orbital gap (spin up / spin down) is 6.96 / 7.04 eV. Its net charge is +2. Its HOMO energy (spin up / spin down) is -15.48 / -15.54 eV. The value obtained for the total energy is -59676.12085 eV.

CARTESIAN COORDINATES (ANGSTROEM)
Mo (0.20854, -0.27249, -0.10124)
C (-3.61228, -5.86195, -0.94192)
O (-3.41248, -5.60516, 0.46551)
C (-2.75623, -4.55362, 0.86476)
C (-2.63875, -4.39910, 2.27122)
C (-1.98252, -3.33139, 2.77935)
C (-1.38044, -2.33199, 1.94305)
C (-0.73721, -1.23428, 2.51181)
C (-0.65960, -0.90746, 3.95942)
O (-0.12768, -0.31642, 1.78472)
C (-1.52719, -2.52708, 0.52992)
O (-1.06868, -1.60889, -0.36556)
C (-2.18957, -3.60052, -0.00338)
H (-4.17992, -6.78392, -0.98073)
H (-2.64979, -5.99246, -1.43417)
H (-4.18471, -5.04973, -1.38726)
H (-3.08615, -5.15038, 2.90613)
H (-1.90194, -3.24069, 3.85119)
H (-1.12402, -1.63506, 4.61191)
H (-1.14269, 0.06123, 4.10766)
H (0.38918, -0.78699, 4.23522)
H (-2.28116, -3.68102, -1.07565)
Cl (4.34565, 1.54802, -3.15660)
C (4.58430, 0.53891, -1.73446)
Cl (5.41914, 1.39189, -0.44496)
Cl (5.34553, -0.99452, -2.12290)
C (3.22524, 0.22931, -1.22365)
N (2.16667, 0.00697, -0.83899)
C (-0.67329, 1.43280, -0.76068)
H (-0.08860, 2.26086, -0.33777)
H (-1.71644, 1.51556, -0.45130)
H (-0.59876, 1.41898, -1.85598)

These are the Löwdin partial charges, in e, on atoms 1 to 8: Mo 1.696; C 0.009; O 0.008; C -0.229; C 0.058; C 0.038; C -0.090; C -0.269